[1]
Formula: C21H16N4O7PdS4
Source: OMol25
Level of theory: the ωB97M-V functional and the def2-TZVPD basis

E_tot (eV): -89153.3637
Frontier orbital gap (alpha / beta) (eV): 7.3 / 7.3
HOMO energy (alpha / beta) (eV): -3.18 / -3.18
Net charge: -2
ΔE to the lowest compared entry with this formula, charge and spin (kJ/mol): 140.6

Last column: Mulliken charge in e.
CARTESIAN COORDINATES (ANGSTROEM)
Pd1 -0.46046 1.22829 0.67019  -0.026
S1 0.09334 0.01760 2.68600  -0.304
C1 -1.32059 -0.91593 2.38776  0.841
S2 -2.12461 -0.19160 1.06063  -0.282
C2 -1.73268 -2.06699 3.04063  0.276
C3 -2.86464 -2.79242 2.58773  -0.027
N1 -3.76636 -3.41351 2.22160  -0.629
C4 -1.00578 -2.59432 4.14311  -0.028
N2 -0.43741 -3.02934 5.04818  -0.594
O1 -5.10574 5.63842 0.01020  -0.584
S3 -4.23506 5.99850 1.13301  0.397
O2 -2.93904 6.90127 0.37170  -0.609
N3 -3.45980 4.74078 1.71117  -0.526
C5 -2.43912 4.14242 1.07545  0.503
O3 -1.91873 3.09448 1.49033  -0.545
C6 -1.87042 4.81188 -0.14835  0.388
C7 -1.02352 4.11348 -1.00276  0.165
C8 -0.44388 4.72064 -2.10484  -0.846
C9 -0.70702 6.05927 -2.36328  -0.244
C10 -1.55425 6.77618 -1.53094  -0.771
C11 -2.13771 6.15645 -0.42865  0.659
H1 -0.79171 3.07907 -0.79504  0.137
H2 0.21643 4.15198 -2.74738  0.440
H3 -0.25685 6.54776 -3.21982  0.340
H4 -1.78830 7.81721 -1.71387  0.376
C12 -1.55502 -5.50311 -0.69817  -1.364
C13 -0.25945 -4.79259 -0.41647  0.717
C14 0.95687 -5.46395 -0.43690  -0.760
C15 2.14242 -4.79989 -0.17448  -0.787
C16 2.11277 -3.44769 0.13131  0.206
C17 0.91171 -2.75226 0.14889  0.581
C18 -0.26588 -3.42826 -0.13193  -0.612
S4 3.63516 -2.63898 0.55072  1.353
O4 3.80777 -2.66430 1.97397  -0.696
O5 4.65690 -3.21143 -0.28871  -0.733
N4 3.45391 -1.07957 0.11627  -0.358
C19 3.31192 -0.78930 -1.31327  -0.484
C20 2.99417 0.68537 -1.50814  -0.760
C21 1.62466 0.98486 -0.88975  0.924
O6 0.62680 0.31866 -1.29790  -0.698
O7 1.57197 1.84867 0.03957  -0.835
H5 -1.39968 -6.57518 -0.82304  0.360
H6 -2.01597 -5.11411 -1.60808  0.316
H7 -2.26390 -5.34245 0.11431  0.301
H8 0.97731 -6.52496 -0.66072  0.296
H9 3.09076 -5.32023 -0.20044  0.410
H10 0.87269 -1.69381 0.36791  -0.211
H11 -1.19920 -2.87968 -0.12235  0.547
H12 2.83916 -0.56927 0.74399  0.313
H13 2.49980 -1.37399 -1.75850  0.353
H14 4.24774 -1.07197 -1.79403  0.430
H15 2.93736 0.88665 -2.57959  0.381
H16 3.76115 1.32118 -1.06722  0.305



[2]
Formula: C21H16N8O9Re
Source: OMol25
Level of theory: the ωB97M-V functional and the def2-TZVPD basis

E_tot (eV): -54494.2454
<S²>: 3.77
Frontier orbital gap (alpha / beta) (eV): 7.3 / 6.9
HOMO energy (alpha / beta) (eV): -14.87 / -15.07
Net charge: +2
ΔE to the lowest compared entry with this formula, charge and spin (kJ/mol): 0.0
Multiplicity: 4

Last column: Mulliken spin population.
CARTESIAN COORDINATES (ANGSTROEM)
Re1 -0.41658 -0.61990 -0.09159  2.603
N1 -2.10552 -1.65460 2.53166  0.033
C1 -1.74348 -2.70060 1.70852  0.016
C2 -2.11646 -3.99022 2.07858  -0.008
C3 -1.78945 -5.04942 1.27016  0.019
C4 -1.08209 -4.82217 0.08499  -0.001
C5 -0.72917 -3.54596 -0.21821  0.000
N2 -1.04354 -2.48078 0.58531  -0.027
C6 -2.17595 -0.28742 2.34902  0.015
C7 -2.74545 0.46326 3.37348  -0.016
C8 -2.89742 1.81682 3.22613  0.023
C9 -2.48592 2.42915 2.03796  -0.002
C10 -1.90933 1.65773 1.08252  0.023
N3 -1.73680 0.30236 1.22163  0.032
H1 -2.52270 -1.95749 3.39553  -0.001
H2 -2.67640 -4.13974 2.99348  0.001
H3 -2.08674 -6.05273 1.54795  0.000
H4 -0.80680 -5.62922 -0.57858  0.001
H5 -0.15845 -3.31887 -1.10797  0.008
H6 -3.05824 -0.03747 4.28149  0.000
H7 -3.33420 2.40336 4.02464  0.000
H8 -2.60217 3.49054 1.87302  0.002
H9 -1.54157 2.09054 0.16618  0.009
C11 3.36397 0.98047 3.71714  -0.001
N4 2.89447 0.23534 2.52891  -0.001
C12 3.78290 -0.29761 1.65182  0.021
C13 3.43997 -0.93365 0.49725  0.000
C14 2.07376 -0.97699 0.23312  0.041
O1 1.43687 -1.40915 -0.81743  0.015
N5 1.18636 -0.48646 1.13554  -0.012
C15 1.51818 0.16822 2.31133  -0.003
O2 0.69592 0.62441 3.06919  0.026
H10 4.28806 0.53557 4.07260  0.000
H11 2.60645 0.92386 4.48785  0.000
H12 3.53090 2.02491 3.46230  0.000
H13 4.82321 -0.17815 1.92510  0.001
H14 4.17182 -1.33378 -0.18713  0.000
O3 0.97780 3.59772 -6.60507  0.001
N6 0.19251 2.71453 -6.34143  -0.001
O4 -0.60626 2.20245 -7.09616  0.002
C16 0.20121 2.21741 -4.94588  0.009
C17 1.06900 2.78924 -4.02635  -0.005
C18 1.07192 2.32771 -2.73568  0.006
C19 0.17867 1.33955 -2.28988  0.054
O5 0.11434 1.03747 -1.01436  0.103
C20 -0.64113 0.75807 -3.27950  -0.017
C21 -0.62852 1.19845 -4.60610  -0.006
N7 -1.54935 -0.31582 -2.97912  -0.004
O6 -2.24027 -0.77945 -3.81850  0.048
O7 -1.64594 -0.80991 -1.78787  -0.010
N8 2.08930 2.89824 -1.81414  -0.001
O8 2.37835 2.26159 -0.81658  0.004
O9 2.50569 4.00026 -2.08563  0.002
H15 1.74759 3.57463 -4.32874  0.000
H16 -1.26332 0.74371 -5.35252  0.001



[3]
Formula: C21H17Cl7N2O3SSm
Source: OMol25
Level of theory: the ωB97M-V functional and the def2-TZVPD basis

E_tot (eV): -147570.9434
<S²>: 8.76
Frontier orbital gap (alpha / beta) (eV): 7.7 / 7.7
HOMO energy (alpha / beta) (eV): -10.80 / -10.80
Net charge: +1
ΔE to the lowest compared entry with this formula, charge and spin (kJ/mol): 2.2
Multiplicity: 6

Last column: Mulliken spin population.
CARTESIAN COORDINATES (ANGSTROEM)
Sm1 -0.02487 -0.27137 -0.10832  5.055
Cl1 1.40515 2.33441 6.62534  0.000
C1 0.79762 2.06580 5.03011  0.001
C2 1.63740 1.53832 4.05802  0.000
C3 1.12600 1.33905 2.79370  0.001
Cl2 2.16299 0.60442 1.56763  -0.001
C4 -0.19592 1.63939 2.42730  -0.002
O1 -0.65484 1.42568 1.21427  -0.006
C5 -0.98931 2.14390 3.46054  -0.001
Cl3 -2.66614 2.49799 3.08282  0.000
C6 -0.52368 2.36578 4.74104  0.000
H1 2.66242 1.28666 4.28662  0.000
H2 -1.18148 2.76117 5.50132  0.000
Cl4 1.96467 0.40676 -1.95027  0.000
C7 1.26593 1.37598 -3.27945  -0.006
C8 2.19221 1.85152 -4.18312  0.000
C9 1.73782 2.62341 -5.24196  0.000
C10 0.38672 2.89460 -5.36063  0.000
C11 -0.50685 2.39466 -4.42793  0.001
Cl5 -2.18647 2.77996 -4.64332  0.000
C12 -0.10899 1.60833 -3.34056  0.002
S1 -1.28097 0.98332 -2.19983  -0.016
H3 3.24041 1.62454 -4.05917  0.000
H4 2.43656 3.01137 -5.96881  0.000
H5 0.00936 3.49506 -6.17532  0.000
Cl6 -3.72006 -6.56271 1.22385  0.000
C13 -2.65356 -5.20138 1.18596  -0.001
C14 -2.40472 -4.49638 2.36283  0.001
C15 -1.54627 -3.41580 2.36530  -0.004
Cl7 -1.29682 -2.52198 3.82192  0.000
C16 -0.87936 -2.99748 1.19808  0.002
O2 -0.04058 -2.00495 1.21049  -0.007
C17 -1.20636 -3.69212 -0.00047  0.001
C18 -0.70301 -3.26880 -1.29367  -0.003
O3 -0.07937 -2.22948 -1.51712  -0.006
C19 -2.06583 -4.80159 0.00925  0.001
H6 -2.88666 -4.79392 3.28410  0.000
H7 -0.91844 -3.94054 -2.13628  0.000
H8 -2.27390 -5.33133 -0.91101  0.000
N1 -3.84105 2.10150 -0.09420  0.000
C20 -4.63381 0.79721 0.00021  0.000
C21 -3.65195 -0.29562 -0.38870  0.000
N2 -2.61153 -0.48132 0.61720  -0.007
H9 -4.43405 2.92455 0.01218  0.000
H10 -3.35121 2.15504 -1.00342  0.000
H11 -3.10852 2.16022 0.63198  0.000
H12 -5.46319 0.88107 -0.69935  0.000
H13 -5.01282 0.73280 1.01865  0.000
H14 -3.20962 0.04892 -1.32369  0.001
H15 -4.12371 -1.24635 -0.62741  0.000
H16 -2.89019 -1.14863 1.32948  0.001
H17 -2.34415 0.37764 1.09405  -0.005



[4]
Formula: C21H17N4O4PtSe2
Source: OMol25
Level of theory: the ωB97M-V functional and the def2-TZVPD basis

E_tot (eV): -170144.3636
<S²>: 2.04
Frontier orbital gap (alpha / beta) (eV): 4.8 / 5.6
HOMO energy (alpha / beta) (eV): -2.61 / -5.15
Net charge: -1
ΔE to the lowest compared entry with this formula, charge and spin (kJ/mol): 39.2
Multiplicity: 3

Last column: Mulliken spin population.
CARTESIAN COORDINATES (ANGSTROEM)
Pt1 -0.74908 -0.55012 0.69143  0.282
O1 -3.42304 -1.66499 3.51989  -0.001
C1 -2.73029 -1.42200 2.54940  -0.005
O2 -1.63795 -0.72113 2.55543  -0.004
C2 -3.12086 -1.98709 1.18595  -0.004
C3 -4.24881 -2.71601 0.86423  -0.001
C4 -4.41940 -3.12993 -0.45304  0.002
C5 -3.46653 -2.81305 -1.41613  0.000
C6 -2.35597 -2.09114 -1.02753  -0.002
N1 -2.22739 -1.71634 0.24046  0.001
C7 -1.18451 -1.65522 -1.90668  0.003
O3 -1.15748 -1.99771 -3.07409  -0.001
O4 -0.27261 -0.96364 -1.29531  0.001
H1 -4.96813 -2.94106 1.63903  -0.001
H2 -5.30155 -3.69384 -0.72630  0.000
H3 -3.56333 -3.09979 -2.45367  0.000
Se1 -0.54016 3.96115 -1.09016  0.226
N2 -2.23594 4.51376 -0.89425  0.234
C8 -2.93245 3.46487 -0.46521  -0.029
C9 -4.30250 3.44980 -0.17170  0.237
C10 -4.86750 2.26090 0.26968  -0.033
C11 -4.08636 1.12618 0.41559  0.124
N3 -2.76978 1.08270 0.17302  0.158
C12 -2.17999 2.22064 -0.26436  -0.073
N4 -0.88448 2.28520 -0.54164  0.196
H4 -4.89077 4.35046 -0.28805  0.006
H5 -5.92135 2.20050 0.51082  0.001
H6 -4.53999 0.19895 0.75277  0.062
C13 6.75109 -0.30678 -1.00674  -0.002
C14 5.34741 -0.09966 -0.50557  0.029
C15 4.47630 -1.16424 -0.33606  -0.014
C16 3.19324 -1.00417 0.17586  -0.014
C17 2.31452 -2.21381 0.32372  -0.034
C18 2.77675 0.28220 0.55172  0.048
Se2 1.13998 0.57212 1.53478  0.599
C19 3.63052 1.37921 0.35769  -0.011
C20 3.20840 2.78231 0.69137  0.030
C21 4.89674 1.17001 -0.17168  -0.014
H7 6.88832 -1.32548 -1.36791  0.000
H8 7.47228 -0.13100 -0.20564  0.002
H9 6.98010 0.38547 -1.81811  0.001
H10 4.80950 -2.16267 -0.59977  0.000
H11 2.78573 -3.07988 -0.14179  -0.001
H12 1.35390 -2.04644 -0.15898  0.015
H13 2.12668 -2.43710 1.37568  -0.001
H14 2.43308 3.11509 0.00197  -0.013
H15 4.05277 3.46592 0.61167  -0.001
H16 2.78866 2.84284 1.69583  0.001
H17 5.55224 2.02400 -0.30763  0.000



Q: Which value of ΔE to the lowest compared entry with this formula, charge and spin does entry 1 give?
A: 140.6 kJ/mol